Entry one
Density functional theory data (wB97M-V/def2-TZVPD) for 3 unconnected molecules or ions with the total composition C3H9N3O2.

Results
- Kohn-Sham gap (spin up / spin down) (eV) = 6.63 / 6.61
- molar mass (g/mol) = 119.12
- charge = 0
- lowest unoccupied orbital energy (spin up / spin down) (Eh) = -0.007 / -0.007

Last columns: bonded neighbours and bond lengths (Å).
Geometry (Å):
1 N 1.1407 1.4650 -0.9138  O3 1.373, H5 1.023, H6 1.027
2 C 1.5143 -1.9939 -0.4251  N4 1.190, H8 1.084
3 O 1.2034 0.7306 0.2441  N1 1.373
4 N 2.2242 -1.0477 -0.5513  C2 1.190
5 H 2.0796 1.5391 -1.3129  N1 1.023
6 H 0.5503 0.9789 -1.5999  N1 1.027
7 H 0.2130 -1.7452 0.3033  C11 1.287
8 H 1.5815 -3.0327 -0.7263  C2 1.084
9 N -1.4154 2.1392 0.2265  O12 1.456, H13 1.031, H14 1.017
10 C -0.8751 -0.0043 0.8903  C11 1.409, O12 1.321, H15 1.083
11 C -0.9228 -1.4098 0.8078  H7 1.287, C10 1.409, H16 1.086, H17 1.086
12 O -1.5403 0.7064 -0.0026  N9 1.456, C10 1.321
13 H -0.5086 2.3844 -0.1992  N9 1.031
14 H -2.1512 2.4972 -0.3774  N9 1.017
15 H -0.5633 0.5276 1.7805  C10 1.083
16 H -0.9027 -1.9173 1.7677  C11 1.086
17 H -1.6276 -1.8173 0.0885  C11 1.086

***

Entry two
Density functional theory data (wB97M-V/def2-TZVPD) for 3 unconnected molecules or ions with the total composition C3H9N3O2.

Results
- Kohn-Sham gap (spin up / spin down) (eV) = 9.56 / 8.63
- molar mass (g/mol) = 119.12
- charge = 0
- lowest unoccupied orbital energy (spin up / spin down) (Eh) = 0.002 / -0.022

Last columns: bonded neighbours and bond lengths (Å).
Geometry (Å):
1 C -1.0391 0.9881 -0.8256  C3 1.517, H9 1.008, H10 1.063, H11 1.009
2 C 0.6742 0.9889 1.0745  C3 1.512, H12 1.156, H13 1.027, H14 1.130
3 C 0.3928 0.7392 -0.3899  C1 1.517, C2 1.512, N4 1.233
4 N 1.1374 0.0836 -1.1216  C3 1.233
5 N 3.0665 -0.2682 0.0257  O7 1.184, O8 1.164
6 N -2.4096 -1.8515 -0.2295  H15 1.009, H16 0.999, H17 1.009
7 O 3.1162 -1.1954 0.7596  N5 1.184
8 O 3.7670 0.6260 -0.2269  N5 1.164
9 H -1.3389 0.7011 -1.7447  C1 1.008
10 H -1.6246 0.3967 -0.1649  C1 1.063
11 H -1.1449 1.9899 -0.8838  C1 1.009
12 H -0.3058 1.0252 1.6858  C2 1.156
13 H 1.0282 1.9465 1.1864  C2 1.027
14 H 1.4309 0.3139 1.5730  C2 1.130
15 H -2.3415 -2.2220 0.7065  N6 1.009
16 H -2.9424 -2.4372 -0.8384  N6 0.999
17 H -1.4665 -1.8248 -0.5862  N6 1.009

***

Stability check: which of them is least stable? entry one.